{"formula": "C7H5Li2O3", "method": "ωB97M-V/def2-TZVPD", "elements": ["O", "C", "C", "C", "C", "O", "Li", "H", "H", "C", "C", "C", "O", "Li", "H", "H", "H"], "coordinates": [[4.349, -1.304, -2.739], [3.192, -1.276, -2.293], [2.042, -1.351, -1.836], [0.752, -1.533, -1.238], [-0.311, -0.677, -1.391], [-1.572, -0.978, -1.049], [-3.081, -0.347, -1.691], [0.501, -2.539, -0.858], [-0.109, 0.318, -1.819], [-0.645, 2.699, 2.240], [-0.901, 1.407, 2.002], [0.170, 0.358, 2.109], [-0.343, -0.815, 2.086], [-1.247, -1.611, 0.677], [0.387, 3.062, 2.225], [-1.428, 3.460, 2.215], [-1.755, 1.127, 1.359]], "mulliken_charge": [-0.80, 1.45, -1.07, -0.62, 0.07, -0.97, 0.76, 0.08, 0.28, -0.53, 0.24, -0.60, -0.55, 0.70, 0.30, 0.25, 0.00], "charge": -1, "lumo_energy_ev": [0.62, 0.62], "relative_energy_kj_mol": 104.6, "gap_ev": [2.502, 2.502], "energy_ha": -510.41723}

---

{"formula": "C7H5N", "method": "ωB97M-V/def2-TZVPD", "elements": ["C", "C", "C", "C", "C", "N", "C", "C", "H", "H", "H", "H", "H"], "coordinates": [[-0.186, -0.269, 3.049], [-0.319, -0.177, 1.862], [-0.239, -0.063, 0.451], [0.876, -0.695, -0.091], [0.976, -0.747, -1.457], [0.105, 0.002, -2.285], [-0.829, 0.697, -1.674], [-0.949, 0.792, -0.301], [-0.163, -0.181, 4.157], [1.676, -1.235, 0.353], [1.858, -1.116, -2.027], [-1.368, 1.355, -2.291], [-1.438, 1.639, 0.254]], "mulliken_charge": [0.12, -0.69, 0.55, -0.32, -0.40, -0.56, -0.23, -0.32, 0.40, 0.39, 0.35, 0.43, 0.30], "lumo_energy_ev": 0.22, "relative_energy_kj_mol": 103.5, "gap_ev": 9.801, "smiles": "C#Cc1ccncc1", "energy_ha": -324.39147}

---

{"formula": "C7H5N2O4", "method": "ωB97M-V/def2-TZVPD", "elements": ["O", "C", "O", "C", "C", "C", "C", "C", "C", "N", "N", "O", "O", "H", "H", "H", "H", "H"], "coordinates": [[-1.229, 3.210, 1.206], [-0.697, 3.262, 0.106], [-0.662, 4.045, -0.827], [0.001, 1.752, -0.179], [-0.722, 0.641, 0.073], [-0.234, -0.654, 0.099], [0.833, -1.244, 0.756], [0.705, -2.617, 0.565], [-0.449, -2.826, -0.105], [-0.929, -1.628, -0.424], [1.296, 1.670, -0.686], [2.211, 1.521, 0.082], [1.411, 1.576, -1.904], [-1.821, 0.809, 0.321], [1.599, -0.807, 1.189], [1.262, -3.472, 0.933], [-0.666, -3.829, -0.456], [-1.907, -1.409, -0.749]], "mulliken_charge": [-0.66, 0.49, -0.66, -0.01, -0.37, 0.44, -0.94, -0.43, -0.44, -0.10, 0.98, -0.60, -0.61, 0.27, 0.64, 0.37, 0.34, 0.27], "charge": -1, "lumo_energy_ev": 3.24, "relative_energy_kj_mol": 138.0, "gap_ev": 7.938, "smiles": "O=C([O-])/C(=C/c1ccc[nH]1)[N+](=O)[O-]", "energy_ha": -680.14144}

---

{"formula": "C7H5N3OS", "method": "ωB97M-V/def2-TZVPD", "elements": ["O", "C", "N", "N", "S", "N", "C", "C", "C", "C", "C", "C", "H", "H", "H", "H", "H"], "coordinates": [[-4.571, 0.023, 3.479], [-3.483, -0.142, 3.115], [-2.375, -0.044, 2.674], [-1.268, -1.057, 2.492], [-0.006, -0.884, 3.606], [0.946, 0.114, 2.537], [0.532, -0.140, 1.245], [1.138, 0.267, 0.066], [0.487, 0.015, -1.131], [-0.741, -0.629, -1.161], [-1.361, -1.021, 0.015], [-0.712, -0.783, 1.208], [1.925, 0.200, 2.759], [2.083, 0.786, 0.091], [0.944, 0.334, -2.056], [-1.228, -0.813, -2.105], [-2.328, -1.498, 0.015]], "mulliken_charge": [-0.43, 0.47, -0.32, 0.00, 0.01, -0.39, 0.75, -0.78, -0.46, -0.61, -0.57, 0.53, 0.29, 0.36, 0.37, 0.37, 0.41], "lumo_energy_ev": 0.42, "relative_energy_kj_mol": 79.6, "gap_ev": 8.413, "smiles": "O=C=NN1SNc2ccccc21", "energy_ha": -907.36782}

---

{"formula": "C7H5NOS", "method": "ωB97M-V/def2-TZVPD", "elements": ["N", "C", "C", "O", "C", "C", "C", "C", "C", "S", "H", "H", "H", "H", "H"], "coordinates": [[4.561, -2.193, -0.472], [3.622, -1.716, 0.014], [2.426, -1.205, 0.620], [1.435, -2.258, 0.999], [1.077, -1.668, -0.188], [0.166, -0.560, -0.288], [-0.364, 0.354, 0.535], [-1.521, 1.039, -0.035], [-1.704, 0.620, -1.314], [-0.547, -0.512, -1.877], [2.517, -0.249, 1.170], [1.107, -2.304, -1.087], [-0.067, 0.733, 1.458], [-2.135, 1.857, 0.383], [-2.543, 0.803, -2.091]], "mulliken_charge": [-0.42, 0.07, -0.05, -0.41, 0.08, 0.06, -0.35, -0.50, -0.23, -0.12, 0.36, 0.45, 0.42, 0.34, 0.30], "lumo_energy_ev": 0.36, "relative_energy_kj_mol": 398.6, "gap_ev": 9.332, "smiles": "N#C[C@@H]1O[C@H]1c1cccs1", "energy_ha": -797.81153}

---

{"formula": "C7H6", "method": "ωB97M-V/def2-TZVPD", "elements": ["C", "C", "C", "C", "C", "C", "C", "H", "H", "H", "H", "H", "H"], "coordinates": [[0.091, 1.372, -0.525], [0.573, 0.054, 0.040], [-0.445, -1.045, -0.259], [-1.843, -0.936, 0.443], [-2.305, 0.559, 0.584], [-1.303, 1.066, -0.210], [-1.646, -0.343, -0.937], [0.125, 1.220, -1.648], [0.478, 2.227, 0.018], [1.520, -0.315, -0.362], [0.642, 0.254, 1.139], [-0.161, -1.906, -0.743], [-2.589, -1.686, 0.744]], "mulliken_charge": [-0.41, -0.73, -0.09, 0.02, -0.28, 0.28, -0.79, 0.32, 0.31, 0.35, 0.27, 0.44, 0.30], "lumo_energy_ev": -0.70, "relative_energy_kj_mol": 587.2, "gap_ev": 7.040, "smiles": "C1C[C@H]2[C@H]3C4=C1[C@]432", "energy_ha": -270.01244}

---

{"formula": "C7H6BF3N3O6S3", "method": "ωB97M-V/def2-TZVPD", "elements": ["O", "B", "O", "C", "C", "C", "C", "C", "F", "C", "N", "S", "N", "C", "H", "H", "H", "H", "H", "H", "N", "S", "O", "O", "F", "S", "O", "O", "F"], "coordinates": [[4.065, -2.910, 1.747], [3.429, -2.588, 0.579], [4.237, -2.088, -0.404], [1.863, -2.756, 0.402], [1.077, -1.530, 0.790], [1.617, -0.303, 0.998], [0.843, 0.856, 1.339], [-0.490, 0.772, 1.476], [-1.235, 1.826, 1.776], [-1.126, -0.479, 1.280], [-2.428, -0.737, 1.369], [-2.604, -2.282, 1.032], [-1.079, -2.723, 0.773], [-0.336, -1.624, 0.937], [3.434, -3.164, 2.425], [3.749, -1.951, -1.220], [1.595, -3.044, -0.619], [1.516, -3.589, 1.022], [2.683, -0.156, 0.881], [1.336, 1.810, 1.448], [-2.246, 3.148, -1.194], [-3.697, 3.334, -1.816], [-4.319, 2.118, -2.233], [-3.856, 4.494, -2.633], [-4.426, 3.708, -0.457], [-1.101, 2.703, -2.171], [0.059, 2.309, -1.433], [-0.913, 3.520, -3.327], [-1.646, 1.325, -2.770]], "mulliken_charge": [-0.56, 0.64, -0.60, -1.01, 0.66, -0.24, -0.96, 0.59, -0.35, 0.34, -0.61, 0.14, -0.63, 0.57, 0.30, 0.33, 0.27, 0.33, 0.39, 0.39, -0.27, 1.10, -0.59, -0.60, -0.26, 1.08, -0.55, -0.61, -0.28], "charge": -1, "lumo_energy_ev": 1.72, "gap_ev": 8.136, "energy_ha": -2405.29603}

---

{"formula": "C7H6BrCl", "method": "ωB97M-V/def2-TZVPD", "elements": ["Cl", "C", "C", "C", "C", "C", "C", "C", "Br", "H", "H", "H", "H", "H", "H"], "coordinates": [[1.364, 2.546, 0.125], [0.638, 1.144, -0.709], [-0.828, 0.912, -0.355], [-1.214, -0.595, -0.421], [-1.049, 0.114, 0.878], [0.303, -0.696, 1.138], [0.083, -1.316, -0.272], [1.134, -0.295, -0.036], [2.934, -0.769, -0.037], [1.014, 1.006, -1.816], [-1.558, 1.738, -0.713], [-2.171, -0.780, -0.964], [-1.832, 0.485, 1.524], [0.737, -1.137, 2.099], [0.445, -2.355, -0.443]], "mulliken_charge": [-0.19, 0.23, -0.42, -0.56, -0.51, -0.30, -0.47, -0.14, -0.11, 0.33, 0.39, 0.42, 0.48, 0.39, 0.46], "lumo_energy_ev": 0.90, "relative_energy_kj_mol": 354.3, "gap_ev": 10.034, "smiles": "Cl[C@@H]1[C@H]2[C@@H]3[C@H]2[C@H]2[C@@H]3[C@]21Br", "energy_ha": -3304.41380}

---

{"formula": "C7H6BrN4S", "method": "ωB97M-V/def2-TZVPD", "elements": ["H", "N", "C", "C", "C", "S", "C", "N", "N", "C", "Br", "C", "C", "N", "H", "H", "H", "H", "H"], "coordinates": [[1.807, 4.318, 0.014], [2.110, 3.356, -0.078], [1.210, 2.447, -0.019], [1.593, 1.089, -0.051], [0.686, 0.091, 0.005], [1.183, -1.526, 0.281], [-0.190, -2.607, -0.171], [-0.670, 0.433, 0.064], [-1.609, -0.382, 0.083], [-2.924, 0.591, 0.092], [-4.592, -0.128, -0.011], [-2.414, 1.828, 0.069], [-1.002, 1.763, 0.086], [-0.133, 2.706, 0.172], [2.719, 0.917, -0.213], [-0.363, -2.633, -1.216], [-1.131, -2.122, 0.246], [0.127, -3.537, 0.284], [-2.936, 2.827, 0.356]], "mulliken_charge": [0.32, -0.53, 0.43, -0.34, 0.58, -0.03, -0.77, 0.91, -1.25, 0.00, 0.03, -0.42, 0.73, -0.51, 0.39, 0.33, 0.34, 0.41, 0.37], "charge": 1, "lumo_energy_ev": [-7.17, -7.07], "relative_energy_kj_mol": 257.0, "gap_ev": [5.646, 5.917], "smiles": "[H]/N=C1/C=C(SC)[N+]2=NC(Br)=CC2=N1", "energy_ha": -3461.14988}

---

{"formula": "C7H6BrNO12P2Pd", "method": "ωB97M-V/def2-TZVPD", "elements": ["Pd", "O", "P", "O", "O", "O", "P", "O", "O", "O", "H", "H", "Br", "C", "C", "C", "C", "C", "C", "C", "O", "O", "H", "H", "H", "H", "O", "N", "O", "O"], "coordinates": [[-0.076, -0.086, -0.059], [1.636, -2.339, 2.754], [0.856, -2.427, 1.340], [0.848, -3.814, 0.843], [-0.456, -1.672, 1.428], [1.820, -1.494, 0.342], [2.480, -0.078, 0.900], [3.047, 0.466, -0.501], [3.582, -0.375, 1.845], [1.340, 0.779, 1.403], [2.383, -1.697, 2.721], [2.414, 0.284, -1.225], [-3.380, -3.449, -6.113], [-1.630, -2.969, -5.511], [-0.545, -3.373, -6.271], [0.729, -3.031, -5.841], [0.900, -2.286, -4.684], [-0.202, -1.893, -3.936], [-1.484, -2.245, -4.345], [-0.014, -1.073, -2.671], [-1.010, -1.034, -1.891], [1.095, -0.526, -2.516], [-0.700, -3.944, -7.177], [1.585, -3.352, -6.422], [1.881, -1.995, -4.332], [-2.326, -1.945, -3.737], [-2.151, 3.068, -1.271], [-1.448, 2.139, -0.872], [-0.302, 1.929, -1.338], [-1.869, 1.342, 0.019]], "mulliken_spin": [1.54, 0.00, 0.00, 0.01, 0.10, 0.06, -0.01, 0.00, 0.01, 0.08, 0.00, 0.00, 0.00, 0.00, 0.00, 0.00, 0.00, 0.00, 0.00, 0.00, 0.07, 0.00, 0.00, 0.00, 0.00, 0.00, 0.00, 0.00, 0.05, 0.09], "s_squared": 2.004, "spin_multiplicity": 3, "charge": -2, "lumo_energy_ev": [3.89, 3.89], "gap_ev": [7.163, 7.531], "energy_ha": -4612.89141}

---

{"formula": "C7H6CdN2O4", "method": "ωB97M-V/def2-TZVPD", "elements": ["Cd", "O", "C", "C", "O", "C", "O", "C", "O", "H", "H", "N", "C", "C", "N", "C", "H", "H", "H", "H"], "coordinates": [[1.450, 0.182, -0.070], [1.612, -3.249, -0.222], [1.626, -2.102, -0.169], [1.106, 2.454, 0.024], [0.892, 3.579, 0.074], [1.191, 0.264, -2.457], [0.901, 0.296, -3.562], [1.467, 0.117, 2.328], [1.315, 0.084, 3.459], [4.184, 0.269, -0.171], [4.084, 1.019, -0.141], [-2.724, -1.134, 0.149], [-3.051, 0.214, 0.128], [-1.865, 0.896, 0.050], [-0.835, -0.036, 0.027], [-1.378, -1.244, 0.086], [-3.365, -1.922, 0.202], [-4.067, 0.563, 0.169], [-1.672, 1.957, 0.012], [-0.870, -2.206, 0.086]], "mulliken_charge": [1.37, -0.05, 0.14, 0.14, -0.04, 0.17, -0.05, 0.17, -0.05, 0.04, 0.04, -0.03, -0.51, -0.37, 0.05, -0.30, 0.24, 0.40, 0.37, 0.28], "charge": 2, "lumo_energy_ev": -8.33, "gap_ev": 8.342, "energy_ha": -847.87591}

---

{"formula": "C7H6Cl2N2O2", "method": "ωB97M-V/def2-TZVPD", "elements": ["C", "C", "C", "C", "C", "C", "C", "N", "N", "O", "O", "Cl", "Cl", "H", "H", "H", "H", "H", "H"], "coordinates": [[2.562, -0.750, -0.070], [2.272, 0.137, 0.962], [1.635, -1.357, -0.911], [0.936, 0.501, 1.179], [0.345, -0.892, -0.720], [0.032, 0.021, 0.247], [-1.345, 0.552, 0.333], [-1.735, 1.104, -1.392], [-2.274, -0.483, 0.622], [-3.320, -0.243, 1.230], [-1.996, -1.590, 0.161], [-1.288, 2.792, -1.377], [-3.426, 1.025, -1.557], [3.692, -0.932, -0.215], [3.089, 0.536, 1.660], [1.807, -2.158, -1.605], [0.748, 1.144, 2.100], [-0.450, -0.940, -1.438], [-1.283, 1.530, 0.793]], "mulliken_charge": [-0.13, -0.51, -1.04, -0.29, 0.15, 0.69, -0.75, -0.15, 0.97, -0.54, -0.53, -0.06, -0.03, 0.24, 0.29, 0.42, 0.30, 0.43, 0.55], "lumo_energy_ev": -1.26, "relative_energy_kj_mol": 158.2, "gap_ev": 8.401, "energy_ha": -1450.47244}